Density functional theory data (the ωB97M-V functional and the def2-TZVPD basis) for a 7-piece molecular cluster, C53H82IN9O3 overall.

Calculated values
LUMO level	0.4	eV
SMILES	CCCCCCCCC[C@@](CCCCCN)(COCC[C@H](C)I)O[C@H](c1cccnc1)N(C)C(C)=O.c1cc[nH]c1.c1cc[nH]c1.c1cc[nH]c1.c1cc[nH]c1.c1cc[nH]c1.c1cc[nH]c1
electronic energy	-3084.8664	hartree
multiplicity	1
HOMO level	-0.28971	Eh
frontier orbital gap	8.3	eV

The geometry in XYZ format:
```
148
Properties=species:S:1:pos:R:3:forces:R:3:lowdin_charge:R:1
C 2.638488 -4.460660 2.404185 -0.054 0.222 -0.444 -0.101
C 2.589250 -3.154230 1.591992 0.165 -0.315 0.142 -0.257
C 3.303611 -3.239546 0.230244 -0.321 0.652 0.006 -0.201
C 2.564381 -2.427998 -0.849495 0.326 -0.289 0.359 -0.213
C 2.765751 -0.937562 -0.607715 -0.166 0.305 -0.390 -0.199
C 1.921129 0.028030 -1.468221 0.089 -0.217 -0.100 -0.192
C 0.527482 -0.467958 -1.838744 -0.242 0.142 0.294 -0.204
C -0.414617 -0.696937 -0.650054 0.262 -0.020 -0.191 -0.174
C -0.791276 0.598948 0.053049 -0.641 -0.257 -0.196 -0.112
C -1.713203 0.407042 1.262614 0.193 -0.033 0.132 -0.394
C -1.043449 -0.393510 2.388365 0.192 -0.313 -0.238 -0.096
C 0.430815 -0.127199 2.685799 -0.110 0.254 0.421 -0.162
C 0.756331 1.206947 3.381386 0.326 -0.086 -0.122 -0.188
C 1.365067 2.311197 2.500641 0.046 -0.008 0.177 -0.204
C 2.552126 2.980489 3.195398 -0.049 -0.437 0.062 -0.282
N 3.699796 2.061325 3.207305 -0.244 0.012 0.005 0.003
C -2.160462 1.804236 1.703847 0.120 0.074 0.072 -0.132
O -2.551105 1.865240 3.061872 0.003 -0.091 0.110 -0.161
C -2.555217 3.191656 3.550206 -0.045 -0.176 -0.012 -0.222
C -3.008156 3.182838 5.002207 0.099 0.123 0.085 -0.233
C -2.245901 4.126443 5.931142 -0.415 0.213 -0.017 -0.786
C -1.936764 5.491257 5.342907 0.241 0.066 0.116 -0.180
I -0.454060 3.233336 6.708016 0.103 -0.021 -0.066 0.841
O -2.829851 -0.339496 0.732694 -0.006 0.305 0.060 -0.048
C -3.880385 -0.615771 1.624348 -0.400 -0.348 -0.008 -0.297
C -3.760239 -2.007404 2.199610 -0.003 0.066 0.024 -0.165
C -3.541897 -3.102651 1.376658 -0.045 0.067 0.152 0.003
C -3.432422 -4.340750 1.973654 0.010 -0.077 -0.044 -0.046
C -3.543580 -4.436102 3.356360 0.019 -0.108 -0.017 -0.147
N -3.761634 -3.401848 4.160139 0.024 0.048 -0.169 0.076
C -3.865291 -2.213768 3.564451 -0.018 0.065 0.000 -0.102
N -5.119960 -0.523577 0.832342 0.627 0.256 -0.066 -0.050
C -5.352834 0.814656 0.310281 -0.644 0.034 -0.194 -0.062
C -6.261839 -1.029817 1.540647 0.422 0.873 0.314 -0.496
C -6.833016 -0.240612 2.690007 -0.168 0.296 -0.131 0.013
O -6.745613 -2.061095 1.226428 -0.669 -1.484 -0.480 0.144
H 2.656842 -5.314761 1.726984 -0.002 -0.103 0.028 0.063
H 3.533668 -4.498629 3.020119 0.019 -0.125 0.117 0.065
H 1.751717 -4.568722 3.024791 0.076 0.034 0.244 0.064
H 1.545999 -2.867015 1.443600 -0.068 0.010 -0.076 0.090
H 3.049325 -2.366782 2.189386 -0.144 0.165 0.023 0.099
H 4.292511 -2.787324 0.333113 0.264 -0.370 -0.054 0.100
H 3.398436 -4.278223 -0.080444 0.097 -0.069 -0.034 0.103
H 2.954431 -2.697517 -1.833012 -0.071 0.020 -0.120 0.108
H 1.515120 -2.718587 -0.810510 -0.116 0.051 -0.142 0.096
H 2.625601 -0.691602 0.444722 -0.037 -0.143 0.121 0.088
H 3.815379 -0.731814 -0.832089 0.110 0.091 0.228 0.098
H 2.459451 0.243848 -2.394474 0.007 -0.014 -0.065 0.100
H 1.839573 0.982749 -0.944895 0.053 0.088 0.004 0.094
H 0.603775 -1.385913 -2.420848 0.028 -0.072 -0.033 0.106
H 0.039547 0.267277 -2.486328 0.097 0.040 -0.128 0.106
H 0.033787 -1.393147 0.060392 0.035 -0.051 0.040 0.095
H -1.316227 -1.169973 -1.034223 -0.127 -0.068 0.132 0.115
H 0.086457 1.161024 0.354698 0.077 0.066 0.052 0.094
H -1.356595 1.209019 -0.662083 0.128 0.161 -0.031 0.136
H -1.134627 -1.442994 2.101528 0.005 -0.031 -0.044 0.121
H -1.598145 -0.290669 3.320361 -0.125 0.077 -0.015 0.120
H 1.059014 -0.239930 1.803916 -0.032 -0.045 -0.124 0.080
H 0.736320 -0.922243 3.368351 0.026 -0.093 -0.039 0.114
H 1.511412 0.986245 4.137615 -0.018 -0.017 0.087 0.099
H -0.116870 1.573594 3.920532 -0.050 0.033 0.007 0.064
H 1.754485 1.866340 1.582444 -0.084 0.082 -0.177 0.091
H 0.629862 3.076341 2.241656 -0.039 -0.007 -0.135 0.091
H 2.796851 3.926817 2.710613 -0.011 0.122 0.051 0.103
H 2.267426 3.172959 4.230943 0.002 0.256 0.004 0.093
H 4.161336 2.049565 4.102836 0.190 0.089 -0.028 0.061
H 4.365133 2.303722 2.489048 0.134 -0.037 0.037 0.058
H -2.991257 2.129353 1.072237 -0.027 0.047 -0.162 0.129
H -1.326077 2.493038 1.535548 0.017 0.039 0.051 0.119
H -1.550046 3.616206 3.448898 0.077 -0.009 -0.023 0.107
H -3.244002 3.791873 2.945706 0.093 0.162 -0.071 0.133
H -4.054969 3.489172 5.052184 -0.096 -0.064 0.004 0.118
H -2.947251 2.166908 5.386512 -0.047 -0.080 -0.042 0.100
H -2.857546 4.274230 6.816940 0.097 -0.115 0.138 0.066
H -1.156736 5.445153 4.585322 -0.054 -0.020 -0.117 0.062
H -2.835183 5.929518 4.905878 -0.082 -0.021 -0.054 0.087
H -1.576541 6.164244 6.118628 -0.015 0.031 0.038 0.069
H -3.891948 0.095908 2.460294 0.084 0.182 -0.065 0.146
H -3.466627 -2.963649 0.307938 0.009 -0.034 -0.077 0.128
H -3.271346 -5.234504 1.388689 0.030 -0.038 -0.033 0.103
H -3.446426 -5.405268 3.828486 -0.026 -0.047 0.101 0.101
H -4.035921 -1.359674 4.212473 0.009 0.033 0.102 0.120
H -6.231371 0.785582 -0.336788 -0.008 -0.050 -0.046 0.093
H -4.522071 1.122848 -0.313705 0.189 0.014 0.099 0.077
H -5.561378 1.572871 1.075238 0.272 0.085 0.120 0.085
H -6.324557 0.701076 2.873151 0.149 -0.002 0.159 0.067
H -6.819331 -0.877817 3.570169 0.036 0.018 0.110 0.091
H -7.874030 -0.019556 2.456264 -0.063 -0.027 0.059 0.094
C 7.172765 -1.833702 1.919624 -0.047 -0.074 -0.056 -0.118
C 6.675953 -0.513475 1.750112 -0.019 0.052 0.019 -0.106
C 7.323163 0.032618 0.674198 0.032 -0.004 0.019 -0.140
N 8.193997 -0.908929 0.189293 -0.102 -0.040 -0.096 -0.004
C 8.101899 -2.052036 0.938606 -0.012 -0.017 -0.022 -0.154
H 6.877707 -2.543416 2.674245 -0.004 -0.009 -0.002 0.095
H 5.930043 -0.023887 2.355018 -0.029 -0.003 -0.024 0.082
H 7.245309 1.004431 0.217972 0.007 0.013 0.009 0.104
H 8.811590 -0.777191 -0.589828 0.088 0.045 0.043 0.138
H 8.704954 -2.914560 0.713048 0.018 -0.004 0.031 0.111
C 11.705457 -0.393916 3.583276 -0.015 -0.009 0.005 -0.111
C 10.327054 -0.740801 3.525378 0.059 0.050 -0.040 -0.103
C 9.919879 -1.000490 4.805487 0.008 -0.009 0.041 -0.137
N 10.996708 -0.825620 5.632646 -0.009 0.002 -0.021 -0.003
C 12.088729 -0.456194 4.896355 -0.007 -0.002 0.022 -0.147
H 12.341927 -0.129761 2.755390 0.006 0.004 -0.003 0.087
H 9.705092 -0.793838 2.648079 -0.022 0.010 0.009 0.064
H 8.960138 -1.292420 5.195637 -0.012 -0.003 -0.014 0.104
H 10.987264 -0.951820 6.627059 0.000 0.000 0.013 0.141
H 13.038622 -0.269373 5.366724 0.010 0.000 -0.008 0.103
C -7.093781 -0.172095 -4.541404 -0.028 -0.039 0.038 -0.110
C -7.349764 -1.130376 -3.519128 0.005 0.051 -0.058 -0.103
C -6.291757 -1.094084 -2.650925 0.015 -0.081 0.106 -0.146
N -5.410379 -0.154174 -3.107988 0.034 0.021 0.008 0.012
C -5.887936 0.413285 -4.257311 -0.009 0.057 0.001 -0.145
H -7.722306 0.058799 -5.385644 -0.012 0.000 0.008 0.078
H -8.210983 -1.771256 -3.432792 -0.005 -0.006 -0.001 0.089
H -6.089682 -1.649879 -1.749291 -0.020 0.007 0.015 0.101
H -4.540918 0.080460 -2.665966 0.026 -0.027 0.012 0.135
H -5.330057 1.180212 -4.767377 -0.014 0.006 -0.028 0.090
C -6.903390 1.339128 -7.975595 -0.044 -0.054 0.027 -0.131
C -7.394270 2.415008 -7.185743 0.014 0.003 0.013 -0.115
C -7.907668 3.349041 -8.044753 0.002 0.006 -0.035 -0.139
N -7.747893 2.878620 -9.320166 0.016 -0.003 0.018 0.002
C -7.137866 1.653790 -9.286659 -0.005 0.036 -0.023 -0.139
H -6.431885 0.438447 -7.618612 -0.005 -0.009 0.007 0.088
H -7.369295 2.492557 -6.111306 -0.001 -0.003 0.004 0.087
H -8.371978 4.301967 -7.858459 -0.001 0.004 0.012 0.104
H -8.033157 3.358762 -10.152651 -0.011 0.002 -0.010 0.141
H -6.922706 1.114819 -10.193055 0.009 -0.011 0.002 0.106
C 6.223510 -3.480108 -4.940613 -0.028 -0.018 0.009 -0.111
C 5.178113 -2.538282 -4.733966 0.019 -0.008 -0.032 -0.110
C 5.537222 -1.760146 -3.666809 -0.035 0.023 0.087 -0.146
N 6.751610 -2.198830 -3.217126 0.029 0.008 -0.046 0.008
C 7.177997 -3.246157 -3.987711 -0.002 0.027 0.026 -0.142
H 6.265503 -4.244138 -5.698264 0.000 -0.004 -0.007 0.089
H 4.267894 -2.445957 -5.302126 0.000 0.007 -0.013 0.090
H 5.032128 -0.940223 -3.184666 -0.022 -0.003 -0.002 0.098
H 7.246102 -1.816104 -2.433446 -0.046 -0.022 0.085 0.121
H 8.117194 -3.734127 -3.792332 0.002 -0.014 -0.008 0.103
C -3.329861 1.185549 -6.688865 0.009 -0.037 0.010 -0.123
C -3.594876 2.380785 -7.409926 0.048 0.069 -0.038 -0.101
C -2.497763 3.188650 -7.274213 0.042 -0.026 0.047 -0.138
N -1.582583 2.528540 -6.497728 -0.035 0.012 0.007 -0.003
C -2.082765 1.307213 -6.135040 0.019 0.022 0.001 -0.141
H -3.981886 0.334182 -6.588436 0.009 -0.021 -0.008 0.082
H -4.489175 2.613909 -7.961578 -0.031 -0.003 -0.002 0.076
H -2.291000 4.171788 -7.660525 -0.007 0.005 -0.007 0.103
H -0.684318 2.886091 -6.232919 0.015 0.001 -0.002 0.140
H -1.511457 0.632397 -5.520570 0.002 -0.018 -0.011 0.101
```
Forces are in eV/Å.